Formula: C7H23BO4SSi
Source: the OMol25 dataset
Level of theory: wB97M-V/def2-TZVPD

Bonds (Å) are listed after each position.
CARTESIAN COORDINATES (ANGSTROEM)
1 C -1.33 -3.50 -1.92  O2 1.425, H7 1.087, H8 1.088, H9 1.092
2 O -2.22 -4.61 -1.81  C1 1.425, B3 1.347
3 B -3.46 -4.51 -1.32  O2 1.347, O4 1.370, Si5 2.053
4 O -4.05 -5.67 -0.88  B3 1.370, H10 0.957
5 Si -4.69 -2.87 -1.43  B3 2.053, S6 2.161, H11 1.479, H12 1.485
6 S -3.93 -0.92 -0.89  Si5 2.161, H13 1.343
7 H -0.35 -3.90 -2.20  C1 1.087
8 H -1.23 -2.98 -0.97  C1 1.088
9 H -1.66 -2.80 -2.69  C1 1.092
10 H -4.73 -5.55 -0.22  O4 0.957
11 H -5.16 -2.67 -2.82  Si5 1.479
12 H -5.89 -3.14 -0.60  Si5 1.485
13 H -3.55 -1.26 0.35  S6 1.343
14 C -0.23 1.53 0.16  C15 1.518, H18 1.095, H19 1.091, H20 1.089
15 C 0.34 0.18 -0.24  C14 1.518, C16 1.520, O17 1.430, H21 1.093
16 C 0.58 0.10 -1.74  C15 1.520, H22 1.094, H23 1.091, H24 1.091
17 O -0.52 -0.88 0.18  C15 1.430, H25 0.965
18 H -1.20 1.70 -0.32  C14 1.095
19 H -0.38 1.57 1.24  C14 1.091
20 H 0.45 2.34 -0.12  C14 1.089
21 H 1.28 0.01 0.29  C15 1.093
22 H -0.36 0.23 -2.28  C16 1.094
23 H 0.99 -0.87 -2.01  C16 1.091
24 H 1.27 0.88 -2.07  C16 1.091
25 H -1.37 -0.76 -0.26  O17 0.965
26 C 2.71 3.52 3.09  C27 1.520, H30 1.094, H31 1.090, H32 1.091
27 C 3.13 2.84 1.80  C26 1.520, C28 1.519, O29 1.428, H33 1.093
28 C 4.64 2.82 1.62  C27 1.519, H34 1.094, H35 1.090, H36 1.091
29 O 2.50 3.45 0.67  C27 1.428, H37 0.964
30 H 3.05 4.56 3.09  C26 1.094
31 H 1.63 3.51 3.19  C26 1.090
32 H 3.15 3.03 3.96  C26 1.091
33 H 2.75 1.81 1.80  C27 1.093
34 H 5.03 3.84 1.58  C28 1.094
35 H 4.91 2.31 0.70  C28 1.090
36 H 5.12 2.30 2.46  C28 1.091
37 H 2.79 4.36 0.62  O29 0.964

Computed properties:
HOMO-LUMO gap = 9.84 eV
lowest unoccupied orbital energy = 0.46 eV
SMILES = COB(O)[SiH2]S.CC(C)O.CC(C)O